Entry 1:
Entry from OMol25: a structure of composition C22H30N11RuSi2 in a non-equilibrium geometry (the ωB97M-V functional and the def2-TZVPD basis).

Results
- ΔE to the lowest compared entry with this formula, charge and spin: 0.00 kJ/mol
- Total charge: +1
- Highest occupied orbital energy (alpha / beta): -10.3198 / -10.3384 eV
- HOMO-LUMO gap (alpha / beta): 0.1962 / 0.1970 hartree
- Max |F|: 0.0507 Eh/bohr

Cartesian coordinates (Å):
Ru -0.0439 -1.0727 -0.1416
N 3.3959 -1.4289 -2.1611
C 3.0712 -0.2882 -1.5679
N 3.9477 0.7155 -1.5538
C 3.5741 1.8263 -0.9255
N 4.4348 2.8386 -0.8710
N 2.3545 2.0375 -0.3366
C 1.5834 1.0078 -0.4296
N 1.8460 -0.1813 -0.9808
C -0.9400 1.2647 -0.7831
C -1.8430 2.3333 -0.3023
C -3.1745 2.1149 -0.2798
C -3.7103 0.8285 -0.5950
C -2.8596 -0.2417 -0.7723
N -1.5395 -0.0588 -0.7713
H 4.3122 -1.5240 -2.5666
H 2.7813 -2.2307 -2.1687
H 5.3499 2.7331 -1.2738
H 4.1857 3.6798 -0.3821
H -1.4200 3.2999 -0.0641
H -3.8499 2.9132 -0.0035
H -4.7771 0.6604 -0.5938
H -3.2090 -1.2643 -0.8334
C 0.6102 -2.6749 4.0691
Si -0.6891 -2.5504 2.7341
C -2.4370 -2.3915 3.3706
C -0.5788 -4.1054 1.7309
N -0.3223 -1.0806 1.7412
C -0.2804 0.2045 2.3335
C -0.5411 0.4717 3.6820
C -0.3938 1.7526 4.1856
C 0.0114 2.8067 3.3759
C 0.2461 2.5728 2.0323
C 0.0822 1.2926 1.5342
N 0.2518 0.9677 0.1301
Si -0.5827 1.6487 -2.7345
C 0.7161 2.9771 -2.8951
C -2.2041 2.2526 -3.4172
C -0.1377 0.0619 -3.6030
H 0.3821 -3.5366 4.7014
H 0.7155 -1.8071 4.7172
H 1.5818 -2.8636 3.6062
H -2.6783 -3.2607 3.9872
H -3.1326 -2.3916 2.5276
H -2.6324 -1.4989 3.9630
H -0.7405 -4.9243 2.4388
H 0.3986 -4.2616 1.2744
H -1.3439 -4.1818 0.9602
H -0.8462 -0.3191 4.3485
H -0.5929 1.9282 5.2344
H 0.1361 3.7983 3.7873
H 0.5701 3.3669 1.3725
H 0.6595 3.7264 -2.1042
H 0.5475 3.4866 -3.8473
H 1.7295 2.5764 -2.9142
H -2.4804 3.2399 -3.0477
H -3.0278 1.5654 -3.2220
H -2.0893 2.3220 -4.5026
H 0.6827 -0.4996 -3.1616
H 0.1586 0.3226 -4.6234
H -1.0037 -0.5988 -3.6740
N 3.0929 -4.3093 -2.7242
C 2.0038 -4.5572 -2.4218
N 0.7509 -4.8259 -2.0451
C 0.2081 -3.8058 -1.5209
N -0.2703 -2.8601 -1.0216

Cartesian forces, eV/Å:
Ru -1.003 1.897 0.786
N -0.220 0.501 0.237
C 0.226 -0.393 -0.234
N -0.085 0.092 0.077
C 0.109 -0.010 -0.067
N -0.031 -0.019 0.023
N -0.095 -0.105 0.063
C 0.053 0.056 0.051
N -0.591 -0.257 0.077
C 0.193 0.310 -0.722
C -0.546 0.062 0.316
C 0.735 0.490 0.073
C 0.456 -1.465 -0.160
C -2.130 0.596 0.182
N 2.428 -0.941 0.099
H -0.005 -0.073 -0.011
H 0.187 -0.096 -0.082
H 0.001 -0.002 -0.006
H -0.003 0.007 -0.006
H 0.000 0.001 0.030
H 0.014 0.023 -0.008
H 0.015 -0.023 -0.039
H -0.019 0.015 -0.075
C 0.016 0.053 -0.035
Si -0.001 -0.386 0.260
C -0.004 0.084 -0.079
C -0.016 0.033 -0.038
N 0.217 -0.135 -1.121
C 0.037 0.399 0.116
C -0.003 -0.112 -0.024
C -0.018 0.036 0.020
C -0.005 -0.088 0.010
C 0.070 -0.025 -0.038
C 0.021 -0.042 -0.071
N 0.013 -0.046 0.219
Si -0.049 0.018 0.354
C 0.024 0.015 -0.088
C -0.002 0.015 -0.059
C -0.011 -0.006 -0.045
H -0.011 0.001 -0.015
H -0.010 0.001 0.001
H 0.008 -0.002 0.010
H 0.045 -0.007 -0.005
H -0.002 0.015 0.008
H -0.013 -0.005 0.000
H 0.007 0.009 0.011
H 0.000 -0.003 0.001
H 0.013 0.009 -0.007
H 0.010 -0.006 0.010
H -0.002 -0.006 -0.006
H -0.006 0.000 0.000
H -0.016 -0.018 0.000
H -0.014 -0.004 0.004
H 0.027 0.022 0.004
H 0.013 0.003 -0.013
H 0.014 -0.008 0.004
H 0.022 0.000 0.019
H -0.002 0.015 -0.010
H 0.028 -0.011 -0.017
H -0.002 -0.016 -0.004
H 0.007 0.002 0.021
N -0.037 -0.002 -0.043
C -0.051 -0.208 -0.018
N 0.145 -0.056 -0.159
C 0.007 0.119 0.177
N -0.162 -0.322 0.042



Entry 2:
Entry from OMol25: an isolated molecule of C22H30N2O3S (the ωB97M-V functional and the def2-TZVPD basis).

Results
- ΔE to the lowest compared entry with this formula, charge and spin: 32.95 kJ/mol
- Total charge: 0
- Highest occupied orbital energy: -8.6322 eV
- HOMO-LUMO gap: 0.3424 hartree
- Max |F|: 0.0173 Eh/bohr

Cartesian coordinates (Å):
C -2.6310 1.3043 1.5133
C -1.6510 0.5291 0.6356
C -0.4142 1.3157 0.1610
C -0.7936 2.7189 -0.3123
C 0.7041 1.5466 1.2152
O 1.7391 2.0718 0.8551
N 0.4113 1.2795 2.5008
C 1.4287 1.3514 3.5326
C 1.9492 -0.0434 3.8809
C 3.0312 0.0502 4.9510
C 2.4854 0.7381 6.1994
C 1.9493 2.1248 5.8552
C 0.8691 2.0330 4.7810
N 0.2407 0.5269 -0.9060
C 0.0964 0.9137 -2.2928
C -1.2871 0.6916 -2.8238
C -2.1305 1.5143 -3.5123
C -3.2937 0.7527 -3.7855
C -3.0711 -0.4723 -3.2409
O -1.8614 -0.5183 -2.6605
C 0.9245 -0.5584 -0.4830
O 0.9767 -0.8543 0.6989
C 1.6346 -1.4359 -1.5129
C 0.6670 -2.1905 -2.3605
C 0.5792 -2.2438 -3.7173
C -0.4718 -3.0714 -4.1737
C -1.1670 -3.6338 -3.1553
S -0.5543 -3.1687 -1.6171
H -3.1712 2.0453 0.9297
H -3.3617 0.6156 1.9327
H -2.1301 1.8138 2.3324
H -1.3101 -0.3723 1.1490
H -2.1859 0.1947 -0.2561
H 0.0892 3.2389 -0.6756
H -1.1737 3.2800 0.5372
H -1.5567 2.6885 -1.0852
H -0.3409 0.6373 2.6902
H 2.2422 1.9527 3.1145
H 2.3322 -0.5164 2.9761
H 1.1199 -0.6525 4.2510
H 3.8761 0.6218 4.5616
H 3.3901 -0.9495 5.2033
H 3.2714 0.8220 6.9527
H 1.6800 0.1334 6.6232
H 1.5417 2.6000 6.7501
H 2.7678 2.7476 5.4880
H 0.5064 3.0305 4.5250
H 0.0241 1.4521 5.1602
H 0.7963 0.3310 -2.8915
H 0.3515 1.9685 -2.4161
H -1.9470 2.5310 -3.7947
H -4.1678 1.0780 -4.3106
H -3.6679 -1.3612 -3.1966
H 2.2335 -2.1376 -0.9245
H 2.3150 -0.8478 -2.1315
H 1.2459 -1.7171 -4.3785
H -0.6936 -3.2334 -5.2134
H -2.0059 -4.2989 -3.2079

Cartesian forces, eV/Å:
C 0.044 -0.119 -0.097
C -0.038 0.118 0.139
C 0.017 -0.144 0.125
C 0.159 -0.105 -0.049
C -0.398 0.124 -0.099
O 0.294 0.100 -0.079
N -0.120 0.093 0.357
C -0.130 -0.020 0.183
C 0.334 0.231 -0.209
C -0.271 -0.177 0.171
C 0.286 0.178 -0.080
C -0.260 -0.197 0.159
C 0.371 0.183 -0.133
N -0.061 0.300 0.121
C -0.133 -0.278 -0.151
C -0.049 0.808 -0.373
C 0.519 -0.290 0.303
C -0.089 -0.521 0.127
C -0.586 0.418 -0.398
O 0.324 -0.078 0.223
C 0.333 -0.237 -0.453
O 0.071 -0.299 0.171
C 0.100 -0.024 0.299
C -0.170 -0.297 0.026
C 0.128 0.023 0.248
C -0.171 -0.121 -0.041
C 0.010 0.019 0.346
S 0.248 0.059 -0.496
H -0.066 0.107 0.012
H -0.089 0.000 0.058
H -0.031 0.093 0.110
H -0.018 -0.017 -0.089
H 0.075 -0.028 -0.001
H 0.034 0.039 -0.023
H -0.056 0.039 0.047
H -0.101 0.036 -0.020
H -0.010 -0.004 -0.160
H -0.080 -0.071 0.080
H -0.062 -0.051 -0.018
H -0.093 -0.070 -0.002
H 0.098 -0.004 -0.025
H 0.092 0.010 -0.037
H -0.037 -0.049 0.073
H -0.032 -0.049 0.068
H 0.060 0.077 -0.009
H 0.051 0.085 0.016
H -0.081 -0.025 -0.042
H -0.109 -0.028 0.015
H -0.011 0.154 0.076
H -0.032 -0.127 -0.061
H 0.112 0.236 -0.003
H -0.226 -0.007 -0.100
H -0.004 -0.179 0.058
H -0.017 0.205 -0.048
H -0.034 -0.043 -0.027
H 0.156 0.140 -0.058
H -0.075 -0.060 -0.162
H -0.175 -0.153 -0.069



Entry 3:
Entry from OMol25: the ion C22H30N3O3S with charge +1 in a non-equilibrium geometry (the ωB97M-V functional and the def2-TZVPD basis).

Results
- ΔE to the lowest compared entry with this formula, charge and spin: 0.00 kJ/mol
- Total charge: +1
- Highest occupied orbital energy: -11.1649 eV
- HOMO-LUMO gap: 0.2895 hartree
- Max |F|: 0.0224 Eh/bohr

Cartesian coordinates (Å):
N 2.9484 0.1291 -2.8042
S 1.9677 -1.2622 -3.6922
O 0.8429 -0.5372 -4.1617
O 2.9519 -1.7818 -4.5669
C 1.6330 -2.2423 -2.2708
C 0.4220 -2.0685 -1.6303
C 0.2345 -2.6846 -0.4076
C 1.2406 -3.4654 0.1575
C 1.0726 -4.0414 1.5245
C 2.0474 -3.4051 2.5389
N 1.8199 -1.9786 2.6940
C 2.7369 -1.0927 2.0002
C 2.1354 -0.3610 0.8050
O 2.7574 -0.3940 -0.2749
N 1.0162 0.3288 0.9651
C 0.3119 0.4495 2.2321
C -0.4994 1.7404 2.2675
C -1.5987 1.7511 1.1969
C -1.9809 3.1972 0.8409
C -3.1608 3.2469 -0.0901
C -2.9971 3.5332 -1.4389
C -4.0855 3.5510 -2.2947
C -5.3527 3.2800 -1.8099
C -5.5273 2.9972 -0.4653
C -4.4386 2.9803 0.3869
C -1.1167 0.9706 -0.0353
C 0.4000 1.0219 -0.1594
C 2.4237 -3.6730 -0.5531
C 2.6341 -3.0507 -1.7675
H 3.9359 0.0460 -3.0460
H 2.6007 1.0340 -3.1208
H 2.8408 0.0313 -1.7297
H -0.3397 -1.4592 -2.0898
H -0.6972 -2.5565 0.1214
H 1.2731 -5.1137 1.5027
H 0.0532 -3.8848 1.8748
H 3.0786 -3.6143 2.2263
H 1.8818 -3.8988 3.4980
H 1.7625 -1.7420 3.6741
H 3.1234 -0.3205 2.6758
H 3.6034 -1.6388 1.6053
H -0.3427 -0.4156 2.3725
H 1.0379 0.4588 3.0448
H 0.1745 2.5860 2.1169
H -0.9395 1.8498 3.2583
H -2.4903 1.2559 1.5905
H -1.1261 3.6975 0.3810
H -2.2249 3.7265 1.7643
H -2.0120 3.7614 -1.8237
H -3.9430 3.7807 -3.3401
H -6.2023 3.2966 -2.4751
H -6.5150 2.7944 -0.0797
H -4.5817 2.7693 1.4372
H -1.4251 -0.0731 0.0365
H -1.5689 1.3853 -0.9362
H 0.7436 2.0616 -0.1825
H 0.7211 0.5316 -1.0805
H 3.1895 -4.3120 -0.1413
H 3.5497 -3.1761 -2.3218

Cartesian forces, eV/Å:
N -0.211 -0.510 -0.019
S 0.476 0.871 0.582
O -0.279 -0.147 0.241
O 0.137 -0.378 0.183
C 0.030 0.281 -0.796
C -0.213 0.067 0.028
C 0.086 0.000 -0.099
C -0.047 0.039 -0.152
C 0.285 -0.032 0.311
C -0.308 -0.272 -0.254
N 0.075 0.087 0.320
C 0.067 0.018 -0.125
C 0.352 -0.013 0.074
O 0.162 0.090 0.045
N -0.069 0.088 -0.176
C -0.287 0.092 0.569
C -0.052 -0.214 -0.062
C 0.143 0.140 0.005
C -0.205 -0.299 0.032
C 0.099 0.133 0.012
C -0.010 0.025 0.045
C -0.029 -0.013 -0.106
C -0.044 0.009 -0.074
C -0.070 -0.040 0.032
C 0.035 0.007 -0.024
C 0.086 0.096 0.031
C -0.148 0.012 -0.354
C -0.055 0.103 -0.128
C 0.169 -0.211 0.042
H -0.052 -0.041 -0.087
H -0.053 -0.095 -0.081
H -0.128 0.025 -0.208
H -0.163 0.088 0.029
H -0.114 0.019 0.054
H -0.073 -0.083 -0.030
H -0.017 -0.051 0.008
H -0.027 -0.008 0.097
H 0.088 0.033 -0.026
H 0.019 0.001 -0.103
H -0.002 -0.084 -0.028
H -0.127 0.142 0.062
H 0.058 0.043 0.075
H -0.074 -0.051 -0.020
H 0.034 0.081 0.031
H 0.052 0.042 0.036
H 0.030 0.009 0.014
H 0.082 0.060 0.034
H 0.092 0.078 0.024
H 0.104 0.032 -0.015
H 0.001 0.025 -0.091
H -0.078 0.005 -0.058
H -0.090 -0.013 0.034
H -0.027 -0.021 0.138
H -0.019 -0.085 -0.062
H -0.013 -0.096 -0.053
H 0.050 -0.026 -0.090
H -0.020 0.105 0.115
H 0.110 -0.071 0.035
H 0.184 -0.090 -0.016



Entry 4:
Entry from OMol25: an isolated molecule of C22H30N4O2 (the ωB97M-V functional and the def2-TZVPD basis).

Results
- ΔE to the lowest compared entry with this formula, charge and spin: 232.24 kJ/mol
- Total charge: 0
- Highest occupied orbital energy: -7.4383 eV
- HOMO-LUMO gap: 0.2944 hartree
- Max |F|: 0.0102 Eh/bohr

Cartesian coordinates (Å):
C -4.9476 -4.0648 0.9507
C -5.2860 -3.1959 -0.2624
C -4.4202 -1.9686 -0.2939
C -3.1993 -1.9672 -0.9573
C -2.3823 -0.8567 -0.9515
C -2.7574 0.3129 -0.2818
N -1.8895 1.3975 -0.2500
C -1.3138 1.8863 -1.4834
C 0.0216 2.5677 -1.1867
N -0.2339 3.6785 -0.2921
C 0.8136 4.6618 -0.1597
C 2.0665 4.2866 0.6629
N 2.8986 3.2850 0.0403
C 2.8779 1.9838 0.4673
O 2.2906 1.6374 1.4699
N 3.6003 1.1485 -0.3522
C 3.7843 -0.2343 -0.2327
C 4.7139 -0.8466 -1.0730
C 4.9182 -2.2072 -1.0200
C 4.1964 -2.9972 -0.1249
O 4.4733 -4.3344 -0.1538
C 3.7705 -5.1798 0.7226
C 3.2693 -2.3879 0.7113
C 3.0643 -1.0199 0.6569
C -0.7710 3.1745 0.9576
C -2.1056 2.4761 0.6857
C -3.9839 0.3074 0.3867
C -4.7903 -0.8147 0.3809
H -3.9054 -4.3743 0.9133
H -5.5746 -4.9536 0.9732
H -5.1037 -3.5052 1.8703
H -6.3378 -2.9053 -0.2130
H -5.1363 -3.7781 -1.1744
H -2.8791 -2.8563 -1.4832
H -1.4282 -0.9023 -1.4554
H -1.1669 1.0639 -2.1819
H -1.9865 2.6263 -1.9495
H 0.4557 2.9465 -2.1158
H 0.6980 1.8181 -0.7488
H 1.1231 4.9500 -1.1699
H 0.3686 5.5415 0.3176
H 2.6618 5.1925 0.8191
H 1.7733 3.8849 1.6339
H 3.2631 3.5045 -0.8729
H 4.1375 1.5767 -1.0922
H 5.2806 -0.2489 -1.7738
H 5.6364 -2.6855 -1.6667
H 2.6927 -5.1525 0.5309
H 3.9592 -4.9215 1.7698
H 4.1448 -6.1837 0.5272
H 2.6911 -2.9647 1.4153
H 2.3465 -0.5584 1.3134
H -0.9340 4.0152 1.6356
H -0.0887 2.4532 1.4343
H -2.4819 2.0683 1.6246
H -2.8242 3.2151 0.2940
H -4.3266 1.1898 0.9047
H -5.7369 -0.7849 0.9032

Cartesian forces, eV/Å:
C -0.145 -0.010 -0.177
C 0.120 -0.060 0.208
C -0.188 0.007 -0.068
C -0.084 0.068 0.001
C 0.041 0.083 -0.054
C -0.259 -0.338 0.059
N 0.284 0.221 0.145
C 0.302 0.012 -0.214
C -0.272 -0.091 -0.238
N 0.085 -0.083 -0.007
C 0.247 -0.010 0.247
C -0.311 0.153 -0.064
N 0.058 0.206 -0.150
C 0.360 0.203 -0.326
O -0.194 -0.248 0.278
N 0.156 0.224 -0.296
C -0.119 -0.339 0.177
C -0.097 0.006 0.123
C -0.092 -0.183 0.111
C 0.015 0.101 -0.037
O 0.140 0.217 -0.179
C -0.096 -0.112 0.119
C 0.169 -0.386 -0.103
C -0.022 0.243 -0.013
C -0.309 -0.034 0.018
C 0.153 0.077 0.226
C 0.157 0.242 -0.023
C 0.024 -0.210 -0.098
H 0.097 -0.044 0.044
H -0.028 -0.120 0.071
H 0.011 0.020 0.110
H 0.000 -0.023 -0.094
H -0.084 0.039 -0.028
H 0.036 -0.093 -0.060
H 0.102 0.010 -0.011
H -0.016 0.033 0.033
H 0.051 -0.063 -0.039
H 0.010 -0.009 0.007
H -0.036 -0.001 -0.086
H -0.008 0.086 0.026
H 0.081 0.060 -0.057
H -0.087 -0.038 0.076
H 0.066 0.131 -0.029
H -0.015 -0.120 0.054
H -0.134 -0.007 0.162
H 0.070 0.055 -0.074
H 0.087 -0.050 -0.082
H 0.033 0.008 0.022
H -0.023 -0.001 -0.034
H -0.063 0.050 0.055
H -0.038 -0.081 0.058
H -0.028 0.013 0.016
H -0.008 0.004 0.041
H -0.052 0.088 0.029
H -0.029 0.023 -0.036
H -0.019 -0.033 0.076
H 0.004 0.098 0.033
H -0.105 0.003 0.048



Question: Which of these has the highest ΔE to the lowest compared entry with this formula, charge and spin?
Answer: C22H30N4O2